Computed, not measured: a structure of composition C29H27O3P2ReS2, with ωB97M-V/def2-TZVPD.

Results
Energy relative to the best compared isomer or geometry (same formula, charge and spin) ... 0.4 kcal per mole
⟨S²⟩ ... 3.7816
Kohn-Sham gap (alpha / beta) ... 8.305 / 7.682 eV
Highest occupied orbital energy (alpha / beta) ... -11.204 / -11.604 eV

```
! RIJCOSX wB97M-V def2-TZVPD def2/J DEFGRID3
* xyz 1 4
Re 0.028 -0.046 0.082
S 0.376 -0.601 2.428
P 2.318 -0.647 1.749
C 1.944 -0.403 0.087
P 2.458 0.309 -1.395
S 0.605 0.458 -2.259
C 3.613 -0.657 -2.357
C 4.558 -1.441 -1.700
C 5.498 -2.143 -2.438
C 5.490 -2.061 -3.824
C 4.545 -1.281 -4.477
C 3.603 -0.575 -3.746
C 3.182 1.929 -1.120
C 4.554 2.127 -1.250
C 5.099 3.363 -0.930
C 4.280 4.391 -0.489
C 2.910 4.193 -0.365
C 2.357 2.964 -0.676
C 3.326 0.664 2.436
C 4.716 0.560 2.391
C 5.495 1.638 2.782
C 4.891 2.812 3.210
C 3.508 2.917 3.249
C 2.720 1.846 2.859
C 3.116 -2.212 2.087
C 3.103 -3.215 1.121
C 3.662 -4.451 1.408
C 4.220 -4.684 2.657
C 4.221 -3.688 3.625
C 3.669 -2.449 3.345
H 4.560 -1.508 -0.618
H 6.233 -2.755 -1.932
H 6.222 -2.612 -4.399
H 4.540 -1.225 -5.557
H 2.859 0.027 -4.255
H 5.196 1.332 -1.607
H 6.164 3.522 -1.035
H 4.708 5.355 -0.249
H 2.270 4.999 -0.032
H 1.287 2.814 -0.587
H 5.191 -0.356 2.062
H 6.574 1.558 2.755
H 5.504 3.649 3.519
H 3.040 3.832 3.585
H 1.640 1.924 2.887
H 2.653 -3.029 0.153
H 3.656 -5.231 0.660
H 4.653 -5.650 2.881
H 4.652 -3.876 4.599
H 3.671 -1.673 4.100
C -3.628 0.771 -1.601
C -3.036 0.605 -0.215
C -4.069 0.316 0.854
O -2.082 -0.533 -0.244
C -2.221 1.850 0.156
O -2.764 2.912 0.251
O -0.921 1.664 0.360
H -4.223 -0.104 -1.871
H -2.847 0.926 -2.347
H -4.278 1.643 -1.602
H -4.659 -0.560 0.586
H -4.731 1.176 0.945
H -3.590 0.143 1.818
H -2.358 -1.190 -0.895
*
```

***

Computed, not measured: a structure of composition C29H28BrClN2OS3Zn, with ωB97M-V/def2-TZVPD.

Results
Energy relative to the best compared isomer or geometry (same formula, charge and spin) ... 1.2 kcal per mole
Kohn-Sham gap ... 6.612 eV
Highest occupied orbital energy ... -7.415 eV

```
! RIJCOSX wB97M-V def2-TZVPD def2/J DEFGRID3
* xyz 0 1
Zn -0.330 0.015 -0.082
Br 6.818 1.988 -1.281
C 5.117 1.227 -0.887
C 5.027 -0.153 -0.646
C 3.816 -0.707 -0.339
C 2.624 0.070 -0.251
O 1.535 -0.509 0.100
C 2.740 1.468 -0.534
C 1.638 2.364 -0.469
N 0.404 2.021 -0.305
C -0.615 2.969 -0.212
C -0.599 4.233 -0.758
C -1.702 5.094 -0.626
C -2.832 4.701 0.035
C -2.896 3.410 0.604
C -4.030 2.922 1.288
C -4.008 1.664 1.822
C -2.850 0.886 1.665
N -1.784 1.300 1.027
C -1.782 2.544 0.490
C 4.009 2.017 -0.831
H 5.915 -0.768 -0.702
H 3.715 -1.769 -0.153
H 1.895 3.424 -0.540
H 0.257 4.568 -1.329
H -1.656 6.080 -1.069
H -3.691 5.353 0.121
H -4.907 3.552 1.371
H -4.860 1.259 2.349
H -2.793 -0.116 2.073
H 4.093 3.080 -1.022
C -2.234 -2.231 4.236
C -0.956 -1.438 4.492
S -0.049 -0.836 3.018
C 1.470 -1.836 3.049
C 1.303 -3.303 2.685
S 0.670 -3.516 0.988
C -0.799 -4.565 1.249
C -1.994 -3.862 1.890
S -2.024 -3.963 3.725
H -2.869 -1.748 3.495
H -2.799 -2.285 5.169
H -0.256 -2.016 5.093
H -1.224 -0.532 5.040
H 1.911 -1.740 4.043
H 2.115 -1.335 2.329
H 0.611 -3.793 3.359
H 2.271 -3.804 2.748
H -0.512 -5.461 1.801
H -1.075 -4.862 0.236
H -2.921 -4.331 1.556
H -2.003 -2.811 1.605
Cl -0.104 -3.096 -2.795
C -0.908 -1.700 -3.453
C -0.828 -1.488 -4.821
C -1.427 -0.375 -5.387
C -2.100 0.522 -4.570
C -2.177 0.294 -3.208
C -1.593 -0.825 -2.601
C -1.702 -1.032 -1.135
H -0.292 -2.198 -5.436
H -1.365 -0.211 -6.454
H -2.566 1.401 -4.998
H -2.709 0.995 -2.572
H -1.620 -2.089 -0.890
H -2.683 -0.679 -0.801
*
```

***

Computed, not measured: a structure of composition C29H28ClN3O7S in a non-equilibrium geometry, with ωB97M-V/def2-TZVPD.

Results
Kohn-Sham gap ... 7.082 eV
Highest occupied orbital energy ... -8.091 eV

```
! RIJCOSX wB97M-V def2-TZVPD def2/J DEFGRID3
* xyz 0 1
C -6.267 -2.754 -1.852
H -5.825 -2.583 -2.915
O -6.767 -1.618 -1.390
C -5.672 -0.614 -1.079
C -6.033 0.692 -0.685
C -5.133 1.630 -0.117
C -3.744 1.501 -0.179
C -3.344 0.110 -0.969
C -4.209 -0.897 -1.286
H -3.900 -1.702 -1.656
H -2.334 -0.192 -0.961
C -2.780 2.303 0.013
N -1.737 2.788 -1.074
C -2.103 2.733 -2.201
O -3.142 2.921 -2.786
C -0.822 2.873 -3.099
H -0.726 4.033 -3.559
O 0.424 2.473 -2.666
C 0.326 1.098 -2.297
O -0.450 0.347 -2.190
C 1.768 0.888 -1.554
C 1.646 -0.038 -0.204
C 2.639 -0.306 0.485
C 3.919 0.345 0.341
C 4.044 0.993 -1.137
C 2.866 1.490 -1.771
Cl 3.221 2.717 -3.116
H 4.921 1.515 -1.174
H 4.797 0.202 0.934
S 2.454 -1.280 1.840
O 3.461 -1.169 2.732
O 1.174 -1.379 2.066
N 2.795 -2.863 1.168
C 1.960 -3.250 0.148
H 0.946 -3.137 0.583
C 2.072 -5.024 0.067
H 1.560 -5.312 -0.953
O 3.457 -5.029 -0.129
C 4.416 -4.606 0.594
H 5.467 -4.901 0.325
C 4.131 -2.928 0.882
H 4.908 -2.725 1.839
H 4.545 -2.512 -0.133
H 4.355 -4.947 1.544
H 2.071 -5.474 0.923
H 1.877 -2.751 -0.846
H 0.588 -0.274 -0.172
H -1.269 2.390 -4.101
N -0.595 2.494 -0.463
C -0.550 2.239 0.968
C 0.504 2.177 1.669
C 0.484 1.487 2.875
C 1.484 1.390 3.551
C 2.781 2.131 3.320
C 2.754 2.842 2.135
C 1.616 2.798 1.501
H 1.782 3.415 0.297
H 3.842 3.181 1.810
H 3.671 1.839 3.882
H 1.449 0.985 4.846
H -0.420 1.120 3.144
C -2.126 2.145 1.409
H -2.352 2.732 2.109
H -2.082 1.076 1.763
H -3.401 3.512 0.180
H -5.591 2.571 0.244
H -7.141 0.799 -0.341
H -5.674 -3.435 -1.121
H -6.986 -3.282 -2.010
*
```

***

Computed, not measured: a structure of composition C29H28CoN6O3SSi in a non-equilibrium geometry, with ωB97M-V/def2-TZVPD.

Results
Energy relative to the best compared isomer or geometry (same formula, charge and spin) ... 92.8 kcal per mole
⟨S²⟩ ... 3.7698
Kohn-Sham gap (alpha / beta) ... 3.105 / 3.350 eV
Highest occupied orbital energy (alpha / beta) ... 1.188 / 0.943 eV

```
! RIJCOSX wB97M-V def2-TZVPD def2/J DEFGRID3
* xyz -2 4
Co 0.492 2.227 0.179
O -2.265 -1.072 -2.609
C -2.842 -2.018 -1.751
C -3.517 -3.134 -2.187
C -3.987 -4.130 -1.290
C -3.899 -3.994 0.069
C -3.350 -2.821 0.506
C -2.819 -1.847 -0.374
C -1.942 -0.737 0.228
O -0.661 -0.807 -0.273
N -2.192 -0.121 1.316
N -1.242 0.804 1.773
C -0.959 0.779 3.028
C -0.027 1.735 3.642
C 0.228 1.519 4.969
C 0.956 2.480 5.736
C 1.229 3.697 5.063
C 0.919 3.903 3.739
C 0.237 3.035 2.919
O -0.066 3.208 1.781
H -1.467 -0.780 -2.151
H -3.680 -3.171 -3.198
H -4.392 -5.006 -1.637
H -4.178 -4.710 0.791
H -3.222 -2.682 1.590
H -1.434 -0.016 3.617
H -0.140 0.636 5.516
H 1.188 2.262 6.960
H 1.715 4.601 5.624
H 1.134 4.906 3.324
N 4.784 1.695 -0.914
C 3.321 1.910 -0.686
S 2.628 1.425 0.892
N 2.726 2.397 -1.706
N 1.414 2.521 -1.561
C 0.622 2.861 -2.624
C -0.759 2.855 -2.309
C -1.809 2.831 -3.278
C -3.085 2.614 -2.936
C -3.378 2.400 -1.516
C -2.377 2.431 -0.650
N -1.060 2.420 -1.015
H 5.007 0.885 -0.391
H 4.900 1.485 -1.906
H 0.996 2.797 -3.696
H -1.514 3.011 -4.278
H -3.900 2.506 -3.803
H -4.654 2.487 -1.096
H -2.620 2.421 0.419
C -0.148 -3.683 0.186
Si 0.510 -1.955 0.225
C 1.352 -1.707 1.849
C 1.814 -1.794 -1.075
C 1.843 -0.709 -1.960
C 2.895 -0.648 -2.884
C 3.943 -1.541 -2.867
C 3.862 -2.640 -2.001
C 2.799 -2.764 -1.092
H 0.616 -4.405 -0.204
H -1.043 -3.756 -0.396
H -0.398 -3.905 1.211
H 1.918 -2.587 1.875
H 0.668 -1.676 2.708
H 1.994 -0.871 1.760
H 1.100 0.057 -1.887
H 2.884 0.302 -3.418
H 4.868 -1.438 -3.515
H 4.673 -3.457 -1.906
H 2.792 -3.521 -0.454
*
```

***

What did the second record say?
Computed, not measured: a structure of composition C29H28BrClN2OS3Zn, with ωB97M-V/def2-TZVPD.

Results
Energy relative to the best compared isomer or geometry (same formula, charge and spin) ... 1.2 kcal per mole
Kohn-Sham gap ... 6.612 eV
Highest occupied orbital energy ... -7.415 eV

```
! RIJCOSX wB97M-V def2-TZVPD def2/J DEFGRID3
* xyz 0 1
Zn -0.330 0.015 -0.082
Br 6.818 1.988 -1.281
C 5.117 1.227 -0.887
C 5.027 -0.153 -0.646
C 3.816 -0.707 -0.339
C 2.624 0.070 -0.251
O 1.535 -0.509 0.100
C 2.740 1.468 -0.534
C 1.638 2.364 -0.469
N 0.404 2.021 -0.305
C -0.615 2.969 -0.212
C -0.599 4.233 -0.758
C -1.702 5.094 -0.626
C -2.832 4.701 0.035
C -2.896 3.410 0.604
C -4.030 2.922 1.288
C -4.008 1.664 1.822
C -2.850 0.886 1.665
N -1.784 1.300 1.027
C -1.782 2.544 0.490
C 4.009 2.017 -0.831
H 5.915 -0.768 -0.702
H 3.715 -1.769 -0.153
H 1.895 3.424 -0.540
H 0.257 4.568 -1.329
H -1.656 6.080 -1.069
H -3.691 5.353 0.121
H -4.907 3.552 1.371
H -4.860 1.259 2.349
H -2.793 -0.116 2.073
H 4.093 3.080 -1.022
C -2.234 -2.231 4.236
C -0.956 -1.438 4.492
S -0.049 -0.836 3.018
C 1.470 -1.836 3.049
C 1.303 -3.303 2.685
S 0.670 -3.516 0.988
C -0.799 -4.565 1.249
C -1.994 -3.862 1.890
S -2.024 -3.963 3.725
H -2.869 -1.748 3.495
H -2.799 -2.285 5.169
H -0.256 -2.016 5.093
H -1.224 -0.532 5.040
H 1.911 -1.740 4.043
H 2.115 -1.335 2.329
H 0.611 -3.793 3.359
H 2.271 -3.804 2.748
H -0.512 -5.461 1.801
H -1.075 -4.862 0.236
H -2.921 -4.331 1.556
H -2.003 -2.811 1.605
Cl -0.104 -3.096 -2.795
C -0.908 -1.700 -3.453
C -0.828 -1.488 -4.821
C -1.427 -0.375 -5.387
C -2.100 0.522 -4.570
C -2.177 0.294 -3.208
C -1.593 -0.825 -2.601
C -1.702 -1.032 -1.135
H -0.292 -2.198 -5.436
H -1.365 -0.211 -6.454
H -2.566 1.401 -4.998
H -2.709 0.995 -2.572
H -1.620 -2.089 -0.890
H -2.683 -0.679 -0.801
*
```

***

What is the formula in the third record? C29H28ClN3O7S

***

Copy entry 3 word for word.
Computed, not measured: a structure of composition C29H28ClN3O7S in a non-equilibrium geometry, with ωB97M-V/def2-TZVPD.

Results
Kohn-Sham gap ... 7.082 eV
Highest occupied orbital energy ... -8.091 eV

```
! RIJCOSX wB97M-V def2-TZVPD def2/J DEFGRID3
* xyz 0 1
C -6.267 -2.754 -1.852
H -5.825 -2.583 -2.915
O -6.767 -1.618 -1.390
C -5.672 -0.614 -1.079
C -6.033 0.692 -0.685
C -5.133 1.630 -0.117
C -3.744 1.501 -0.179
C -3.344 0.110 -0.969
C -4.209 -0.897 -1.286
H -3.900 -1.702 -1.656
H -2.334 -0.192 -0.961
C -2.780 2.303 0.013
N -1.737 2.788 -1.074
C -2.103 2.733 -2.201
O -3.142 2.921 -2.786
C -0.822 2.873 -3.099
H -0.726 4.033 -3.559
O 0.424 2.473 -2.666
C 0.326 1.098 -2.297
O -0.450 0.347 -2.190
C 1.768 0.888 -1.554
C 1.646 -0.038 -0.204
C 2.639 -0.306 0.485
C 3.919 0.345 0.341
C 4.044 0.993 -1.137
C 2.866 1.490 -1.771
Cl 3.221 2.717 -3.116
H 4.921 1.515 -1.174
H 4.797 0.202 0.934
S 2.454 -1.280 1.840
O 3.461 -1.169 2.732
O 1.174 -1.379 2.066
N 2.795 -2.863 1.168
C 1.960 -3.250 0.148
H 0.946 -3.137 0.583
C 2.072 -5.024 0.067
H 1.560 -5.312 -0.953
O 3.457 -5.029 -0.129
C 4.416 -4.606 0.594
H 5.467 -4.901 0.325
C 4.131 -2.928 0.882
H 4.908 -2.725 1.839
H 4.545 -2.512 -0.133
H 4.355 -4.947 1.544
H 2.071 -5.474 0.923
H 1.877 -2.751 -0.846
H 0.588 -0.274 -0.172
H -1.269 2.390 -4.101
N -0.595 2.494 -0.463
C -0.550 2.239 0.968
C 0.504 2.177 1.669
C 0.484 1.487 2.875
C 1.484 1.390 3.551
C 2.781 2.131 3.320
C 2.754 2.842 2.135
C 1.616 2.798 1.501
H 1.782 3.415 0.297
H 3.842 3.181 1.810
H 3.671 1.839 3.882
H 1.449 0.985 4.846
H -0.420 1.120 3.144
C -2.126 2.145 1.409
H -2.352 2.732 2.109
H -2.082 1.076 1.763
H -3.401 3.512 0.180
H -5.591 2.571 0.244
H -7.141 0.799 -0.341
H -5.674 -3.435 -1.121
H -6.986 -3.282 -2.010
*
```

***

Please write out number 4 again, unchanged.
Computed, not measured: a structure of composition C29H28CoN6O3SSi in a non-equilibrium geometry, with ωB97M-V/def2-TZVPD.

Results
Energy relative to the best compared isomer or geometry (same formula, charge and spin) ... 92.8 kcal per mole
⟨S²⟩ ... 3.7698
Kohn-Sham gap (alpha / beta) ... 3.105 / 3.350 eV
Highest occupied orbital energy (alpha / beta) ... 1.188 / 0.943 eV

```
! RIJCOSX wB97M-V def2-TZVPD def2/J DEFGRID3
* xyz -2 4
Co 0.492 2.227 0.179
O -2.265 -1.072 -2.609
C -2.842 -2.018 -1.751
C -3.517 -3.134 -2.187
C -3.987 -4.130 -1.290
C -3.899 -3.994 0.069
C -3.350 -2.821 0.506
C -2.819 -1.847 -0.374
C -1.942 -0.737 0.228
O -0.661 -0.807 -0.273
N -2.192 -0.121 1.316
N -1.242 0.804 1.773
C -0.959 0.779 3.028
C -0.027 1.735 3.642
C 0.228 1.519 4.969
C 0.956 2.480 5.736
C 1.229 3.697 5.063
C 0.919 3.903 3.739
C 0.237 3.035 2.919
O -0.066 3.208 1.781
H -1.467 -0.780 -2.151
H -3.680 -3.171 -3.198
H -4.392 -5.006 -1.637
H -4.178 -4.710 0.791
H -3.222 -2.682 1.590
H -1.434 -0.016 3.617
H -0.140 0.636 5.516
H 1.188 2.262 6.960
H 1.715 4.601 5.624
H 1.134 4.906 3.324
N 4.784 1.695 -0.914
C 3.321 1.910 -0.686
S 2.628 1.425 0.892
N 2.726 2.397 -1.706
N 1.414 2.521 -1.561
C 0.622 2.861 -2.624
C -0.759 2.855 -2.309
C -1.809 2.831 -3.278
C -3.085 2.614 -2.936
C -3.378 2.400 -1.516
C -2.377 2.431 -0.650
N -1.060 2.420 -1.015
H 5.007 0.885 -0.391
H 4.900 1.485 -1.906
H 0.996 2.797 -3.696
H -1.514 3.011 -4.278
H -3.900 2.506 -3.803
H -4.654 2.487 -1.096
H -2.620 2.421 0.419
C -0.148 -3.683 0.186
Si 0.510 -1.955 0.225
C 1.352 -1.707 1.849
C 1.814 -1.794 -1.075
C 1.843 -0.709 -1.960
C 2.895 -0.648 -2.884
C 3.943 -1.541 -2.867
C 3.862 -2.640 -2.001
C 2.799 -2.764 -1.092
H 0.616 -4.405 -0.204
H -1.043 -3.756 -0.396
H -0.398 -3.905 1.211
H 1.918 -2.587 1.875
H 0.668 -1.676 2.708
H 1.994 -0.871 1.760
H 1.100 0.057 -1.887
H 2.884 0.302 -3.418
H 4.868 -1.438 -3.515
H 4.673 -3.457 -1.906
H 2.792 -3.521 -0.454
*
```